The following is a quantum chemistry calculation of a cluster of 6 separate species, H12O6 in total in a non-equilibrium geometry, from OMol25.

Calculated values
* total charge: 0
* LUMO level: 0.5 eV
* relative energy (zero: lowest compared OMol25 entry of this formula, charge and spin): 166.1 kJ/mol
* SMILES: O.O.O.O.O.O
* frontier orbital gap: 11.36 eV

```
18
H12O6 ωB97M-V/def2-TZVPD
O 1.268 -4.294 1.284
H 1.084 -3.374 1.541
H 2.209 -4.114 1.125
O -1.140 1.796 1.479
H -1.005 1.657 0.536
H -1.382 2.727 1.513
O 1.794 -0.340 2.320
H 1.011 -0.396 2.882
H 2.534 0.071 2.771
O -1.606 3.837 -0.426
H -1.461 3.856 -1.381
H -2.537 3.737 -0.190
O 0.075 3.531 -2.614
H 0.378 2.924 -3.304
H 0.370 4.412 -2.862
O -0.293 -4.741 -1.965
H -0.299 -4.382 -1.076
H -1.128 -5.108 -2.266
```

Atomic partial charges in e from the natural (NBO) method, atoms 1 to 6: number 1, O, carries -0.934; number 2, H, carries 0.468; number 3, H, carries 0.466; number 4, O, carries -0.952; number 5, H, carries 0.477; number 6, H, carries 0.474